Entry 1:
194
Properties=species:S:1:pos:R:3 method="wB97M-V/def2-TZVPD" e_homo_ev=-8.035 relative_energy_kj_mol=325.2 e_lumo_ev=0.07 smiles="CC1(C)CCCC(C)(C)N1O.CC1(C)CCCC(C)(C)N1O.CC1(C)CCCC(C)(C)N1O.CC1(C)CCCC(C)(C)N1O.COC[C@H](C)N.COC[C@H](C)N.NC(N)=O.NC(N)=O.NC(N)=O.NC(N)=O.NC(N)=O"
C -14.7090 -7.7318 20.5262
C -14.3728 -6.4211 19.8517
C -15.5253 -5.4677 20.0505
C -13.0183 -5.9137 20.5813
C -12.3427 -4.7469 19.8525
C -12.0533 -5.2669 18.3956
C -13.3567 -5.6701 17.6252
C -14.2080 -4.4019 17.2388
C -12.9011 -6.4311 16.4158
N -14.1513 -6.5919 18.4237
O -15.2363 -7.1550 17.7199
H -14.2592 -8.6206 20.0836
H -14.4338 -7.7487 21.5808
H -15.7826 -7.8900 20.4241
H -15.2256 -4.4212 20.1070
H -16.2588 -5.4549 19.2442
H -16.1977 -5.5067 20.9075
H -13.4026 -5.5437 21.5319
H -12.2473 -6.6665 20.7454
H -13.0534 -3.9390 19.6782
H -11.4072 -4.4107 20.2995
H -11.3192 -6.0719 18.4295
H -11.6190 -4.3692 17.9555
H -14.8282 -4.0425 18.0599
H -14.9720 -4.7117 16.5258
H -13.7761 -3.4763 16.8585
H -12.3229 -7.3135 16.6898
H -12.3113 -5.7833 15.7673
H -13.7434 -6.6038 15.7459
H -14.8011 -7.8722 17.2530
C -14.1639 -3.6116 5.3090
C -13.0377 -2.9713 4.4295
C -12.4063 -4.1287 3.6362
C -13.8040 -2.0091 3.5178
C -12.9007 -1.1360 2.6919
C -11.9376 -0.3877 3.6879
C -11.1566 -1.2448 4.7510
C -9.8861 -2.0225 4.2070
C -10.6553 -0.3116 5.8920
N -12.1106 -2.2422 5.3952
O -11.6916 -3.0523 6.4283
H -15.0021 -3.9576 4.7042
H -13.8170 -4.5383 5.7662
H -14.5199 -2.9616 6.1083
H -11.6657 -3.7954 2.9093
H -11.8708 -4.8573 4.2449
H -13.1509 -4.8052 3.2167
H -14.5636 -2.5356 2.9398
H -14.2850 -1.3100 4.2019
H -12.1721 -1.5896 2.0200
H -13.3190 -0.2558 2.2036
H -12.4751 0.4660 4.1007
H -11.1635 0.0314 3.0451
H -9.4013 -1.4811 3.3946
H -9.9998 -3.0524 3.8689
H -9.1183 -2.1268 4.9736
H -11.3855 0.3159 6.4030
H -9.8571 0.2953 5.4649
H -10.2000 -1.0018 6.6022
H -11.1289 -3.6594 5.9422
C -14.4831 -13.8291 1.2040
C -15.4832 -12.5729 1.1606
C -14.8514 -11.5110 2.0327
C -15.5654 -12.2181 -0.3529
C -16.6674 -11.2262 -0.6662
C -18.0610 -11.7271 -0.2830
C -18.1091 -12.1763 1.2464
C -18.2932 -10.9063 2.2405
C -19.3997 -13.0213 1.3587
N -16.8886 -12.9794 1.5210
O -17.0396 -13.6342 2.7019
H -15.0204 -14.7004 0.8296
H -13.5281 -13.7006 0.6944
H -14.1876 -14.1587 2.2000
H -13.7974 -11.3040 1.8472
H -15.3040 -10.5204 1.9878
H -14.8766 -11.8853 3.0561
H -14.5984 -11.7838 -0.6066
H -15.7341 -13.1602 -0.8746
H -16.5124 -10.2623 -0.1814
H -16.5491 -11.0102 -1.7280
H -18.2570 -12.5883 -0.9216
H -18.8458 -10.9724 -0.3342
H -17.7002 -10.0130 2.0443
H -18.1453 -11.2593 3.2611
H -19.3468 -10.6268 2.2436
H -20.2410 -12.4244 1.0067
H -19.5941 -13.3057 2.3928
H -19.2957 -13.8438 0.6510
H -17.1981 -14.5075 2.3361
C -7.1476 -8.4121 10.9936
C -7.0614 -8.5397 9.4603
C -6.7756 -7.1420 8.8323
C -5.8194 -9.4147 9.1729
C -6.0935 -10.9270 9.4898
C -7.2473 -11.4028 8.6730
C -8.5224 -10.6106 8.8379
C -9.5417 -11.0540 7.7413
C -9.1124 -11.0740 10.2194
N -8.2724 -9.1714 8.8779
O -9.4178 -8.3744 8.9631
H -7.9921 -7.8065 11.3226
H -7.0471 -9.3357 11.5636
H -6.2516 -8.0347 11.4864
H -6.8229 -7.3447 7.7624
H -7.5224 -6.4184 9.1591
H -5.8146 -6.6388 8.9392
H -5.5112 -9.3651 8.1285
H -5.0068 -9.1486 9.8490
H -5.1803 -11.4388 9.1861
H -6.2536 -11.1143 10.5516
H -7.5116 -12.4569 8.7561
H -6.9133 -11.4546 7.6367
H -9.2445 -10.6225 6.7854
H -10.5579 -10.7547 7.9980
H -9.5060 -12.1285 7.5616
H -8.4936 -10.7918 11.0712
H -9.0563 -12.1606 10.1543
H -10.1502 -10.7838 10.3836
H -9.7071 -8.4999 9.8698
C -16.8017 -7.3978 10.1808
O -17.5123 -8.5980 9.9806
C -16.7490 -9.6409 9.3196
C -17.4219 -10.9779 9.2464
C -17.6095 -11.6008 10.5865
N -16.8093 -11.9219 8.2647
H -15.8147 -7.2491 9.7427
H -16.8437 -6.9343 11.1664
H -17.3688 -6.7065 9.5574
H -16.5434 -9.1998 8.3443
H -15.7939 -9.8117 9.8162
H -18.4288 -10.8615 8.8456
H -18.2646 -10.9163 11.1254
H -16.7148 -11.8111 11.1725
H -18.1940 -12.5102 10.4473
H -16.7603 -11.4902 7.3530
H -17.5226 -12.6299 8.1638
C -21.3883 -8.2306 19.0114
O -21.6245 -9.6002 18.5329
C -20.4367 -10.5180 18.7051
C -20.8928 -11.8705 18.1663
C -19.9474 -13.0304 18.2904
N -21.2321 -11.6787 16.7492
H -20.9782 -8.0676 20.0080
H -22.3568 -7.7476 19.1408
H -20.7989 -7.6876 18.2726
H -19.6320 -10.1277 18.0820
H -20.1431 -10.4926 19.7545
H -21.8412 -12.0051 18.6866
H -20.3377 -14.0429 18.1872
H -19.3969 -12.9978 19.2306
H -19.1651 -13.0911 17.5339
H -20.3966 -11.5707 16.1922
H -21.6854 -10.7776 16.6966
N -21.6001 -8.2015 11.9670
C -21.4556 -7.9899 13.2584
N -20.2627 -7.7005 13.5858
O -22.5041 -8.0600 13.9846
H -22.4753 -8.5205 11.5767
H -20.7787 -8.1082 11.3866
H -19.4836 -7.9023 12.9756
H -20.0478 -7.3413 14.5050
N -13.1422 -16.3134 8.8053
C -12.1102 -16.5978 8.1150
N -12.3962 -16.9039 6.9198
O -11.0202 -16.7972 8.5613
H -12.9884 -16.2115 9.7983
H -14.0276 -16.0980 8.3698
H -11.7444 -17.2531 6.2319
H -13.3985 -16.9822 6.8228
N -17.5959 -18.3401 13.7376
C -16.2895 -18.4495 13.8547
N -16.0882 -19.6177 14.3592
O -15.4841 -17.7432 13.3167
H -18.0369 -18.7688 14.5387
H -17.9031 -17.4813 13.3038
H -15.1939 -20.0870 14.3638
H -16.9446 -20.1067 14.5773
N -22.5469 -15.9043 14.0114
C -22.7695 -15.5984 12.7839
N -22.7530 -14.2776 12.7015
O -22.9183 -16.4274 11.8426
H -22.6029 -16.8702 14.3012
H -22.4318 -15.1086 14.6227
H -23.1268 -13.9261 11.8315
H -22.9853 -13.7194 13.5105
N -12.5398 -12.8815 17.4724
C -13.5689 -12.8203 16.7299
N -13.4692 -13.6951 15.7846
O -14.4835 -12.0443 16.7368
H -12.3654 -12.1924 18.1900
H -11.7128 -13.3245 17.0984
H -12.6742 -14.2860 15.5876
H -14.1299 -13.4651 15.0561



Entry 2:
111
Properties=species:S:1:pos:R:3 method="wB97M-V/def2-TZVPD" e_homo_ev="-5.718 / -5.718" relative_energy_kj_mol=271.8 spin_multiplicity=2 e_lumo_ev="0.52 / -2.23" s2=0.765 charge=-1
Ti -0.6065 0.0571 1.4182
O -4.6221 1.1829 0.9119
C -4.7492 0.8831 -0.4258
C -5.6948 1.6606 -1.0541
C -5.8307 1.5707 -2.4343
C -5.0446 0.7206 -3.2040
C -4.0385 -0.0425 -2.5514
C -3.8990 -0.0236 -1.1587
C -2.6675 -0.5780 -0.5262
O -2.5526 -0.2125 0.7047
N -1.7720 -1.1244 -1.2671
N -0.6844 -1.3970 -0.3923
C -0.1106 -2.5227 -0.5537
C 0.7436 -2.9639 0.5474
C 1.8471 -3.8116 0.3954
C 2.7755 -4.1779 1.3698
C 2.5466 -3.6635 2.6739
C 1.4718 -2.8284 2.9075
C 0.6403 -2.4663 1.8636
O -0.3657 -1.5640 2.1714
H -3.8128 0.7592 1.2674
H -6.3962 2.2663 -0.5469
H -6.6250 2.2009 -2.9676
H -5.2444 0.6658 -4.2879
H -3.4192 -0.6943 -3.1541
H -0.2819 -3.0733 -1.5021
H 1.9686 -4.2556 -0.5975
H 3.6165 -4.8791 1.3515
H 3.1501 -4.0941 3.5226
H 1.3018 -2.4662 3.9263
C -1.0264 3.3990 -2.3871
C -0.0235 2.4836 -2.3037
C 0.0478 1.6157 -1.2460
N -0.7270 1.7558 -0.1723
C -1.6831 2.6561 -0.2210
C -1.9498 3.4337 -1.3405
H -1.0667 3.9639 -3.2795
H 0.7683 2.4043 -3.0448
H 0.8028 0.8347 -1.1762
H -2.4085 2.8086 0.6246
H -2.9007 3.9350 -1.5693
F -2.4819 11.0029 -1.6877
Te -3.8348 12.4847 -1.7025
F -2.9682 12.8002 0.0069
F -2.8376 13.9621 -2.7449
F -5.0847 11.6749 -0.6582
F -4.5949 13.9488 -0.9952
O -0.6776 1.2098 2.8427
F -4.1142 -2.5566 -7.6745
C -2.9914 -3.1651 -7.4029
C -2.9680 -4.2606 -6.5723
F -4.1501 -4.5548 -5.8789
C -1.8352 -4.9699 -6.3760
F -1.8526 -5.9231 -5.4254
C -0.6009 -4.6635 -6.9583
Se 0.9271 -5.7456 -6.7255
C -0.6358 -3.5677 -7.8411
F 0.4355 -3.1037 -8.4739
C -1.7871 -2.8141 -8.0375
F -1.7542 -1.6840 -8.7719
S 3.2838 -4.5423 -3.5540
C 2.5023 -2.9767 -3.3167
C 1.4708 -2.7084 -4.2250
C 0.9413 -1.4242 -4.1283
N 1.3449 -0.4293 -3.2594
C 2.3760 -0.8122 -2.4336
C 2.9018 -2.0538 -2.3481
C 4.8389 -4.5374 -2.6989
C 5.6530 -3.3238 -2.6141
C 6.7775 -3.3172 -1.8951
N 7.2042 -4.3692 -1.1491
C 6.3742 -5.4100 -1.1533
C 5.2065 -5.5661 -1.9364
H 1.1467 -3.3713 -5.0206
H 0.1457 -1.1094 -4.8127
H 2.7460 -0.0646 -1.7605
H 3.7163 -2.1897 -1.6733
H 5.3947 -2.4807 -3.2735
H 7.4081 -2.4672 -1.9651
H 6.6354 -6.2054 -0.4607
H 4.7011 -6.5383 -1.8628
C -1.7594 4.2050 7.0997
O -0.5734 3.5065 7.1906
C -0.6656 2.1415 7.1929
C -0.7893 1.4441 8.3750
C -0.6917 0.0430 8.2834
C -0.3755 -0.5842 7.0608
C -0.1801 0.1994 5.9768
C -0.4067 1.5626 5.9244
N -0.2982 2.3898 4.8123
C 0.2514 1.9463 3.5205
C 1.5703 1.2333 3.5167
C 2.3721 1.2325 4.7115
C 3.6626 0.7113 4.6761
C 4.0894 -0.0414 3.6047
C 3.2146 -0.1963 2.4995
C 1.9978 0.4675 2.4265
O 1.2649 0.4960 1.2936
H -2.5923 3.6481 6.6249
H -1.6188 5.0323 6.3746
H -2.0238 4.6133 8.1305
H -0.9179 2.0106 9.2876
H -0.7299 -0.4279 9.2623
H -0.3416 -1.6518 7.0558
H 0.2176 -0.3594 5.1024
H -0.5141 3.3387 4.9385
H 0.3963 2.9485 3.0189
H 2.0297 1.7102 5.6372
H 4.2198 0.9174 5.5512
H 5.0813 -0.4468 3.5146
H 3.6707 -0.6865 1.6629



Entry 3:
103
Properties=species:S:1:pos:R:3 method="wB97M-V/def2-TZVPD" e_homo_ev=-9.623 relative_energy_kj_mol=81.8 e_lumo_ev=-2.74 charge=+1
Sc -0.0117 -0.4297 -0.8112
N -2.2453 -1.2503 3.0081
C -3.6522 -1.2504 2.8983
C -4.4279 -1.2496 4.0433
C -5.8137 -1.2814 3.9457
C -6.4177 -1.3009 2.7019
C -5.6350 -1.2785 1.5523
C -4.2567 -1.2590 1.6518
S -3.2867 -1.2570 0.1690
N -1.6848 -1.0893 0.7279
C -1.3728 -1.1575 1.9713
C 0.0692 -1.1482 2.3388
C 0.4943 -1.5649 3.5915
C 1.8373 -1.4804 3.9218
C 2.7118 -0.9806 2.9802
C 2.2133 -0.6378 1.7352
N 0.9273 -0.7255 1.3990
H -1.8830 -1.1866 3.9416
H -3.9489 -1.2264 5.0160
H -6.4117 -1.2930 4.8464
H -7.4950 -1.3322 2.6168
H -6.0990 -1.2801 0.5733
H -0.1992 -1.9780 4.3093
H 2.1851 -1.7992 4.8950
H 3.7651 -0.8649 3.1867
H 2.8895 -0.2726 0.9762
O -0.3185 0.1586 -2.6740
N -1.1954 0.9761 -3.2390
C -1.3122 0.9422 -4.5831
C -2.1710 1.7887 -5.2210
C -2.9331 2.6798 -4.4524
C -2.8201 2.6721 -3.0856
C -1.9375 1.7867 -2.4398
S -1.7370 1.6531 -0.7567
H -0.6941 0.2035 -5.0748
H -2.2506 1.7567 -6.2970
H -3.6170 3.3659 -4.9338
H -3.4007 3.3342 -2.4603
Cl 2.3057 0.7505 -1.3360
C 3.1561 2.1638 -0.6953
C 4.3756 2.4163 -1.3054
C 5.1119 3.5175 -0.9099
C 4.6200 4.3647 0.0729
C 3.4001 4.0962 0.6659
C 2.6425 2.9766 0.3093
P 1.0301 2.6396 1.1263
C 1.5065 2.5296 2.8983
C 0.4435 2.3792 3.7951
C 0.6695 2.2809 5.1591
C 1.9690 2.2943 5.6476
C 3.0331 2.3934 4.7640
C 2.8063 2.5070 3.3985
C 0.3373 4.3420 0.9895
C 0.2460 4.8539 -0.3080
C -0.3108 6.0988 -0.5403
C -0.8071 6.8478 0.5194
C -0.7321 6.3437 1.8065
C -0.1603 5.0982 2.0437
H 4.7361 1.7532 -2.0804
H 6.0661 3.7161 -1.3791
H 5.1891 5.2343 0.3735
H 3.0075 4.7652 1.4217
H -0.5719 2.3496 3.4105
H -0.1661 2.1979 5.8428
H 2.1514 2.2293 6.7123
H 4.0485 2.3835 5.1397
H 3.6513 2.5937 2.7285
H 0.6036 4.2625 -1.1441
H -0.3702 6.4815 -1.5513
H -1.2604 7.8135 0.3379
H -1.1257 6.9135 2.6383
H -0.1059 4.7332 3.0594
Cl 3.1772 -2.6451 -0.6031
C 3.5601 -3.9314 0.5512
Cl 4.8738 -3.4818 1.6530
H 3.8764 -4.7986 -0.0147
H 2.6704 -4.1433 1.1316
O 0.1015 -2.2244 -1.2142
C -0.1361 -3.1490 -2.2544
C 0.5444 -4.4626 -1.9070
C 1.4594 -5.1752 -2.6157
C 1.9091 -6.3422 -1.9299
C 1.3320 -6.4827 -0.7089
S 0.2340 -5.2050 -0.3788
C 0.4416 -2.6724 -3.5882
C -0.0691 -2.8290 -4.8403
C 0.7422 -2.2387 -5.8528
C 1.8573 -1.6506 -5.3455
S 1.9448 -1.8370 -3.6458
C -1.6352 -3.3433 -2.4468
C -2.4050 -4.4561 -2.3205
C -3.7785 -4.2242 -2.6303
C -4.0210 -2.9404 -2.9950
S -2.5890 -2.0005 -2.9808
H 1.8107 -4.8855 -3.5952
H 2.6184 -7.0432 -2.3456
H 1.4897 -7.2612 0.0207
H -0.9940 -3.3486 -5.0441
H 0.4960 -2.2563 -6.9049
H 2.6451 -1.1350 -5.8711
H -2.0219 -5.4196 -2.0198
H -4.5395 -4.9899 -2.5886
H -4.9553 -2.4924 -3.2942